Record 1
# C33H88O11

11 unconnected molecules or ions with the total composition C33H88O11 at a distorted geometry (the ωB97M-V functional and the def2-TZVPD basis, the Open Molecules 2025 dataset).

Relative energy (zero: lowest compared OMol25 entry of this formula, charge and spin): 278.7 kJ/mol
Orbital gap: 9.45 eV
E_tot: -58169.0320 eV
Multiplicity: 1

Geometry as XYZ:
```
132
C33H88O11 | the Open Molecules 2025 dataset | the ωB97M-V functional and the def2-TZVPD basis
C 4.5886 7.4732 16.6005
C 5.9589 6.9238 16.2117
C 5.8809 5.4614 16.1444
O 6.1367 7.3642 14.9072
H 4.5963 8.5607 16.5266
H 4.3675 7.1970 17.6314
H 3.7408 7.1883 15.9775
H 6.6906 7.3663 16.8877
H 5.4308 5.0732 17.0580
H 6.8759 5.0564 15.9600
H 5.1661 5.1782 15.3717
H 5.4191 7.0323 14.3627
C 1.2431 2.5527 18.0069
C 1.4233 3.5117 19.1328
C 0.1132 3.9765 19.8622
O 2.3429 2.8986 20.0051
H 0.7859 2.9871 17.1179
H 0.7279 1.6458 18.3237
H 2.1493 2.1098 17.5936
H 1.9383 4.4108 18.7943
H -0.5043 4.4294 19.0866
H 0.2484 4.6605 20.7001
H -0.4698 3.1156 20.1894
H 1.9394 2.1539 20.4570
C -2.6104 2.5820 12.8555
C -4.0222 3.1971 12.7629
C -5.1559 2.2835 13.2680
O -4.1843 4.4898 13.2905
H -2.3649 2.4462 13.9087
H -1.9655 3.3284 12.3919
H -2.5165 1.5996 12.3925
H -4.1955 3.3401 11.6963
H -6.0264 2.4652 12.6376
H -5.3666 2.2994 14.3374
H -5.0286 1.2353 12.9974
H -4.1247 4.3986 14.2443
C 0.8450 0.5068 12.0323
C 1.3591 -0.8228 11.4861
C 1.1078 -1.9766 12.4832
O 0.7716 -1.0898 10.2489
H 1.2799 0.8314 12.9776
H -0.2265 0.4464 12.2229
H 0.9621 1.3139 11.3091
H 2.4314 -0.7901 11.2933
H 1.6485 -1.8554 13.4218
H 1.2963 -2.9359 12.0012
H 0.0738 -2.0322 12.8235
H 0.9822 -0.3632 9.6579
C 5.6419 2.6102 10.5722
C 6.9447 2.8560 11.2567
C 7.2410 4.3424 11.2938
O 6.9720 2.3404 12.5718
H 4.8645 3.0624 11.1879
H 5.4687 1.5717 10.2900
H 5.7099 3.1240 9.6133
H 7.7101 2.3755 10.6472
H 6.9878 4.8917 10.3870
H 8.2570 4.6737 11.5083
H 6.5568 4.8091 12.0025
H 6.4560 1.5350 12.6537
C -2.5251 8.8463 15.6941
C -2.5145 10.2201 14.9447
C -2.4120 11.4289 15.8355
O -1.3382 10.2134 14.1436
H -3.5334 8.6421 16.0542
H -1.8265 8.8560 16.5308
H -2.1728 7.9963 15.1098
H -3.3549 10.3525 14.2633
H -2.3461 12.3592 15.2712
H -1.5829 11.5331 16.5353
H -3.3740 11.5179 16.3402
H -0.6988 10.8270 14.5127
C 3.2546 11.0462 14.3892
C 1.7896 10.5270 14.3083
C 1.6683 9.2592 15.2105
O 0.9462 11.5153 14.8709
H 3.4688 11.7923 13.6240
H 3.9661 10.2790 14.0836
H 3.5326 11.6036 15.2837
H 1.4702 10.2002 13.3188
H 0.6387 8.9042 15.2556
H 1.9296 9.4967 16.2417
H 2.2868 8.4480 14.8265
H 1.1211 11.6228 15.8087
C 2.1965 3.7988 14.1207
C 1.2156 4.9286 14.0008
C 0.5198 5.2688 15.3245
O 1.8156 6.0229 13.4058
H 1.6863 2.8801 14.4102
H 2.9510 3.9763 14.8871
H 2.7024 3.6593 13.1653
H 0.4587 4.5949 13.2910
H 1.2962 5.6209 16.0038
H -0.0186 4.4477 15.7978
H -0.1744 6.1055 15.2474
H 1.1356 6.6960 13.3282
C 4.0177 6.1651 10.6487
C 4.4951 7.1728 11.7035
C 3.4642 8.3956 11.6810
O 4.4449 6.4166 12.8966
H 4.7496 5.3941 10.4079
H 3.6826 6.5969 9.7056
H 3.1276 5.6772 11.0458
H 5.5388 7.4618 11.5806
H 3.5039 8.9828 10.7636
H 3.6837 9.0433 12.5298
H 2.4416 8.0469 11.8251
H 3.5178 6.3107 13.1220
C -3.0209 5.7481 17.2034
C -3.0869 4.2121 17.1960
C -3.5788 3.6227 18.5651
O -3.8179 3.7543 16.0871
H -2.4664 6.1355 16.3487
H -2.6067 6.1065 18.1458
H -4.0042 6.1952 17.0581
H -2.0952 3.8184 16.9736
H -2.8231 3.7494 19.3403
H -3.8972 2.5841 18.6550
H -4.4337 4.2501 18.8176
H -3.6270 2.8152 16.0306
C -0.2841 9.0364 10.8047
C -0.7928 7.8910 11.6043
C -0.4923 6.5672 10.9709
O -0.2633 7.8476 12.9130
H 0.7424 8.8675 10.4793
H -0.2271 9.9653 11.3722
H -0.8650 9.2512 9.9078
H -1.8460 8.0863 11.8062
H -0.8500 6.4761 9.9454
H -0.9689 5.7368 11.4919
H 0.5702 6.3247 10.9484
H -0.4052 8.7264 13.2723
```



Record 2
# C20H27FeN8

A molecular structure, C20H27FeN8 at a distorted geometry (the ωB97M-V functional and the def2-TZVPD basis, the Open Molecules 2025 dataset).

Relative energy (zero: lowest compared OMol25 entry of this formula, charge and spin): 92.9 kJ/mol
Orbital gap (spin up / spin down): 6.06 / 5.92 eV
E_tot: -67459.7799 eV
Multiplicity: 5
Net charge: +3

Geometry as XYZ:
```
56
C20H27FeN8 | the Open Molecules 2025 dataset | the ωB97M-V functional and the def2-TZVPD basis
Fe -0.0765 -0.7100 -0.1274
N 1.1176 5.0192 -0.4748
C 1.4021 3.7801 0.0508
N 0.6556 2.7597 -0.0064
C -0.6372 3.0125 -0.2357
N -1.5786 2.1800 -0.0785
N -1.4284 0.8528 -0.1577
C -2.6747 0.3136 -0.2023
C -2.8993 -1.0556 -0.3526
C -4.2661 -1.3686 -0.4809
C -4.5791 -2.6877 -0.5218
C -3.5903 -3.6087 -0.7575
C -2.2738 -3.2270 -0.5857
N -1.9236 -1.9916 -0.2133
C -1.1304 4.4082 -0.6088
C -2.4528 4.6216 -0.8244
C -2.8333 5.9898 -1.0469
C -1.9021 6.9770 -1.2839
C -0.5409 6.6534 -1.1428
C -0.1730 5.3949 -0.8500
H 1.8673 5.6327 -0.6467
H 2.4180 3.6812 0.4247
H -3.5154 1.0837 -0.3870
H -4.9939 -0.6143 -0.4781
H -5.6545 -2.8920 -0.3089
H -3.7141 -4.6115 -1.0892
H -1.3974 -3.8747 -0.8062
H -3.1817 3.8324 -0.6523
H -3.8959 6.2274 -1.2434
H -2.2281 7.9281 -1.7095
H 0.2873 7.3247 -1.3821
N 2.0898 -4.8779 2.0957
C 1.8572 -3.5530 1.2271
C 2.5434 -3.6239 -0.1290
C 2.6260 -2.2419 -0.8825
N 1.2380 -1.9965 -1.3370
C 3.2228 -1.1989 0.0377
C 2.5188 -1.0091 1.4277
N 1.2739 -0.0925 1.2794
C 2.3477 -2.3808 2.1495
H 1.4832 -5.6202 1.7031
H 1.9207 -4.6615 3.0739
H 3.1073 -5.2250 2.0169
H 0.7256 -3.4288 1.1719
H 2.0629 -4.4314 -0.8102
H 3.5310 -3.9747 -0.0496
H 3.1734 -2.3209 -1.8214
H 0.7497 -2.9139 -1.5234
H 1.1250 -1.3774 -2.1309
H 3.2020 -0.1636 -0.3631
H 4.2756 -1.4240 0.1580
H 3.2873 -0.5112 2.0704
H 1.6124 0.8221 0.8759
H 0.9655 0.1198 2.2599
H 1.5680 -2.2699 2.9553
H 3.2855 -2.6762 2.7239
```



Record 3
# C9H12N2O3S

A single C9H12N2O3S molecule at a distorted geometry (the ωB97M-V functional and the def2-TZVPD basis, the Open Molecules 2025 dataset).

Relative energy (zero: lowest compared OMol25 entry of this formula, charge and spin): 244.3 kJ/mol
Orbital gap: 9.22 eV
E_tot: -29484.3048 eV
Multiplicity: 1

Geometry as XYZ:
```
27
C9H12N2O3S | the Open Molecules 2025 dataset | the ωB97M-V functional and the def2-TZVPD basis
N 0.8229 -2.7349 -1.5916
C 1.1341 -2.1685 -0.3826
O 2.2856 -2.1174 0.0327
C 0.0008 -1.3253 0.2430
N -0.1658 -1.5669 1.5249
S -1.4309 -1.0545 -1.0758
C -0.1446 0.0572 -0.3714
C 1.0148 0.4696 -1.3741
C 1.9683 1.1496 -0.4448
C 1.0098 2.0869 0.3609
C -0.2864 1.2646 0.4983
C -1.4173 1.4096 1.1764
C -2.6070 0.4959 1.1658
O -2.6836 -0.5395 1.6965
O -3.7306 1.1441 0.6353
H -0.1180 -2.4503 -1.9721
H 1.5376 -3.0525 -2.1481
H -0.6213 -2.4690 1.7682
H -0.7231 -0.9064 1.9752
H 1.4476 -0.3808 -1.7842
H 0.7255 1.1790 -2.2001
H 2.8570 1.5450 -1.0182
H 2.2132 0.3306 0.3365
H 0.7765 3.0437 -0.1875
H 1.3346 2.3639 1.3337
H -1.6815 2.3165 1.6877
H -3.5181 1.9099 0.1151
```



Record 4
# C32H42As2Cl3N4SiW

A molecular structure, C32H42As2Cl3N4SiW at a distorted geometry (the ωB97M-V functional and the def2-TZVPD basis, the Open Molecules 2025 dataset).

Relative energy (zero: lowest compared OMol25 entry of this formula, charge and spin): 49.5 kJ/mol
Orbital gap (spin up / spin down): 5.86 / 5.86 eV
E_tot: -208771.3334 eV
Multiplicity: 1
Net charge: +1

Geometry as XYZ:
```
85
C32H42As2Cl3N4SiW | the Open Molecules 2025 dataset | the ωB97M-V functional and the def2-TZVPD basis
W 0.0691 0.3331 0.0836
C -3.2242 1.0408 3.4395
C -1.8599 0.9199 4.1090
C -0.6889 1.3397 3.1989
N -0.1552 0.2902 2.3104
C 0.2844 -0.8002 2.9269
C 0.5204 -0.8860 4.3194
C 0.7018 -1.9815 5.1336
C 0.5862 -3.3321 4.8217
C 0.5024 -3.8662 3.5520
C 0.6670 -3.2160 2.3368
C 0.7464 -1.8518 2.0351
N 1.1438 -1.3679 0.8505
C 2.1274 -2.1437 0.0934
C 1.9637 -2.0217 -1.4112
C 0.5516 -2.3447 -1.8375
N -0.4205 -1.4532 -1.2195
C -1.6973 -1.7163 -1.4849
C -2.0755 -2.5902 -2.5288
C -3.2998 -3.1032 -2.9122
C -4.5312 -2.9896 -2.2909
C -4.7856 -2.2385 -1.1582
C -3.9683 -1.3568 -0.4721
C -2.6211 -0.9873 -0.6403
N -2.0542 -0.0032 0.0727
C -2.9727 0.7736 0.9089
C -3.3902 0.1047 2.2363
H -3.3892 2.0752 3.1253
H -3.9891 0.8100 4.1832
H -1.7359 -0.1057 4.4534
H -1.8440 1.5626 4.9921
H 0.1293 1.7409 3.8029
H -1.0443 2.1676 2.5982
H 0.5736 0.0710 4.8224
H 0.8921 -1.7558 6.1767
H 0.5924 -4.0292 5.6499
H 0.3770 -4.9407 3.4894
H 0.7122 -3.8680 1.4727
H 2.0866 -3.2003 0.3543
H 3.1216 -1.7968 0.3934
H 2.6533 -2.7068 -1.9068
H 2.1847 -1.0132 -1.7519
H 0.3033 -3.3751 -1.5548
H 0.5194 -2.2898 -2.9308
H -1.2652 -2.9044 -3.1704
H -3.2692 -3.7172 -3.8053
H -5.3582 -3.5485 -2.7088
H -5.7897 -2.3243 -0.7583
H -4.4597 -0.8891 0.3652
H -3.8622 1.0217 0.3219
H -2.4979 1.7122 1.1351
H -2.7956 -0.8005 2.3900
H -4.4351 -0.2070 2.1909
C 3.7475 2.0396 1.0949
As 2.6761 1.0922 -0.2502
C 4.2690 0.0513 -0.8343
C 2.7059 2.2836 -1.8079
C 3.7785 3.1420 -2.0224
C 3.8259 3.9462 -3.1486
C 2.8119 3.8744 -4.0939
C 1.7479 3.0127 -3.8939
C 1.6791 2.2339 -2.7452
As 0.1240 1.1025 -2.4079
C -1.4415 2.1122 -2.9942
C 0.2864 0.0003 -4.0287
H 4.7944 2.0279 0.8012
H 3.6442 1.4935 2.0338
H 3.4134 3.0552 1.2483
H 5.0024 0.7880 -1.1523
H 4.0784 -0.6293 -1.6596
H 4.6736 -0.5061 0.0096
H 4.5799 3.1970 -1.2945
H 4.6533 4.6286 -3.2909
H 2.8442 4.4990 -4.9767
H 0.9420 2.9734 -4.6178
H -1.4012 2.3151 -4.0620
H -1.5313 3.0458 -2.4471
H -2.3149 1.4921 -2.7835
H 0.3392 0.6827 -4.8734
H -0.5911 -0.6378 -4.1346
H 1.1880 -0.6088 -4.0134
Cl 0.2301 4.4738 -0.9831
Si -0.2070 2.9852 0.4491
Cl -2.0493 3.8806 1.0452
Cl 0.9714 3.7129 2.0306
```



Record 5
# C21H12Cl4GeIN4O3STi

A molecular structure, C21H12Cl4GeIN4O3STi at a distorted geometry (the ωB97M-V functional and the def2-TZVPD basis, the Open Molecules 2025 dataset).

Relative energy (zero: lowest compared OMol25 entry of this formula, charge and spin): 3.4 kJ/mol
Orbital gap (spin up / spin down): 4.20 / 6.17 eV
E_tot: -182740.4600 eV
Multiplicity: 4
Net charge: -2

Geometry as XYZ:
```
48
C21H12Cl4GeIN4O3STi | the Open Molecules 2025 dataset | the ωB97M-V functional and the def2-TZVPD basis
Ti -1.1165 -0.1406 -0.2602
O -2.7820 3.4793 -1.1556
C -2.2401 2.5062 -0.6695
N -1.3330 1.6581 -1.2337
C -0.8686 1.8682 -2.5307
O -1.2689 2.6636 -3.3503
C 0.3238 0.9884 -2.8859
C 0.4294 0.4244 -4.1473
C 1.5238 -0.3735 -4.4107
C 2.4906 -0.5449 -3.4261
C 2.3187 0.1006 -2.2134
N 1.2457 0.8420 -1.9414
C -2.4045 2.1944 0.8163
C -3.0845 3.0644 1.6375
C -3.0871 2.8310 3.0038
C -2.3849 1.7502 3.4898
C -1.7377 0.9160 2.5943
N -1.7638 1.1220 1.2784
H -0.3560 0.5934 -4.8706
H 1.6215 -0.8707 -5.3688
H 3.3567 -1.1735 -3.5884
H 3.0564 0.0115 -1.4215
H -3.5928 3.8984 1.1730
H -3.6133 3.4949 3.6794
H -2.3391 1.5317 4.5481
H -1.1861 0.0485 2.9214
Cl 4.5098 -3.0782 2.4341
C 3.1123 -2.6708 1.4366
C 2.6304 -3.6215 0.5628
C 1.5458 -3.3119 -0.2558
I 0.7743 -4.7220 -1.5808
C 0.9177 -2.0708 -0.1946
O -0.1239 -1.6988 -0.8956
C 1.4157 -1.1306 0.7381
N 0.6962 0.0473 0.7552
C 1.2121 1.0625 1.5115
C 2.3100 0.8982 2.3193
C 2.9798 -0.3332 2.4045
C 2.5332 -1.3925 1.5569
H 3.0964 -4.5961 0.5144
H 0.7101 2.0177 1.4411
H 2.6514 1.7441 2.9060
H 3.8170 -0.4762 3.0718
S -1.6990 -2.1472 1.5320
Cl -4.1400 -0.3308 0.0653
Ge -3.0648 -2.3603 -0.1431
Cl -4.7983 -3.7286 0.6012
Cl -2.2938 -0.9843 -2.4488
```



Record 6
# C22H68O23

12 unconnected molecules or ions with the total composition C22H68O23 at a distorted geometry (the ωB97M-V functional and the def2-TZVPD basis, the Open Molecules 2025 dataset).

Relative energy (zero: lowest compared OMol25 entry of this formula, charge and spin): 0.0 kJ/mol
Orbital gap: 8.95 eV
E_tot: -71004.2402 eV
Multiplicity: 1

Geometry as XYZ:
```
113
C22H68O23 | the Open Molecules 2025 dataset | the ωB97M-V functional and the def2-TZVPD basis
O 6.7089 20.6350 -7.0695
C 6.1354 21.9789 -7.1125
C 7.1499 22.9756 -6.6226
O 8.3424 22.9902 -7.3555
H 6.0580 20.0496 -7.4720
H 5.6475 22.2046 -8.0670
H 5.3112 22.0183 -6.3726
H 7.3202 22.7393 -5.5552
H 6.7661 23.9936 -6.6658
H 8.7220 22.0923 -7.4508
O 4.6129 15.2564 -1.4528
C 3.6868 14.2783 -0.9401
C 2.9612 14.8718 0.1972
O 3.8700 15.0357 1.3102
H 4.9461 15.6991 -0.6549
H 2.9958 13.9949 -1.7291
H 4.2555 13.4019 -0.6181
H 2.0257 14.3520 0.4634
H 2.5720 15.8603 -0.1168
H 3.3976 15.5424 1.9800
O 1.3718 22.6122 -5.8616
C 1.6540 22.4131 -4.4931
C 3.1334 22.4927 -4.2297
O 3.3159 22.7085 -2.7863
H 0.4495 22.8592 -5.9637
H 1.1168 23.0609 -3.7800
H 1.2529 21.4426 -4.1322
H 3.6169 23.2898 -4.8057
H 3.6646 21.5601 -4.4700
H 4.1859 23.1173 -2.6772
O 11.2574 23.6485 -2.7193
C 10.0287 23.4616 -2.0171
C 9.3634 22.1497 -2.4123
O 8.1012 22.0623 -1.7671
H 11.9843 23.3707 -2.1576
H 10.1600 23.4322 -0.9234
H 9.3222 24.2750 -2.1889
H 10.0222 21.2780 -2.3089
H 9.1314 22.2460 -3.4786
H 7.6077 21.3097 -2.1518
O 7.6518 19.6170 -4.6790
C 6.4827 19.0708 -4.0778
C 6.5626 18.9627 -2.5864
O 6.0584 20.1313 -1.9100
H 7.3912 19.9648 -5.5631
H 5.5947 19.6488 -4.3730
H 6.3221 18.0947 -4.5498
H 7.6084 18.8699 -2.2834
H 6.0226 18.0754 -2.2444
H 5.0873 20.1543 -1.9363
O 2.9797 20.8055 -0.6943
C 2.0478 19.7696 -1.0043
C 2.6593 18.6494 -1.8000
O 3.1199 19.1054 -3.0564
H 3.0742 21.3511 -1.5015
H 1.6848 19.3767 -0.0569
H 1.2402 20.1979 -1.6148
H 1.9152 17.8491 -1.9332
H 3.4843 18.2364 -1.1936
H 3.6878 18.3805 -3.3727
O 6.5688 12.2973 -3.7971
C 5.9750 13.4467 -3.2166
C 7.0007 14.5009 -2.8775
O 7.5873 15.0295 -4.0322
H 7.1942 12.6043 -4.4715
H 5.1162 13.9017 -3.7418
H 5.5794 13.0334 -2.2808
H 7.7349 14.0082 -2.2456
H 6.5149 15.2507 -2.2429
H 6.8789 15.4353 -4.5476
O 7.3049 24.3325 -0.0107
C 6.7322 23.8990 1.2200
C 6.1031 22.5506 1.0680
O 5.0303 22.6540 0.1143
H 7.3040 23.5799 -0.6242
H 7.5801 23.8081 1.9031
H 5.9515 24.5994 1.5081
H 5.6261 22.2486 2.0127
H 6.8260 21.7803 0.7846
H 4.9183 21.7344 -0.1656
O 9.8695 17.9900 -4.2042
C 10.4585 17.0730 -5.1674
C 9.5619 16.7214 -6.3261
O 9.2751 17.8475 -7.1629
H 9.0942 18.4000 -4.6411
H 11.3507 17.5473 -5.6129
H 10.8076 16.1732 -4.6652
H 8.6477 16.2809 -5.9219
H 10.1020 15.9800 -6.9268
H 8.6720 17.5342 -7.8460
O 10.0194 20.3465 -7.7518
C 10.6760 20.8345 -6.6240
C 12.1591 20.5829 -6.6181
O 12.9411 21.5254 -7.3443
H 9.8193 19.3864 -7.5736
H 10.4856 21.9087 -6.6081
H 10.2810 20.3669 -5.7186
H 12.3252 19.5798 -7.0222
H 12.4730 20.5635 -5.5612
H 12.6819 22.4122 -7.0652
O 9.1032 16.5009 -1.9359
C 10.1391 17.0564 -1.0999
C 11.2763 16.0813 -0.8976
O 12.0614 15.9565 -2.0652
H 9.3136 16.8569 -2.8361
H 10.5194 17.9662 -1.5652
H 9.6502 17.2194 -0.1335
H 10.9216 15.1088 -0.5396
H 11.9380 16.4789 -0.1239
H 11.4515 15.6850 -2.7609
O 4.4973 16.6798 -3.8965
H 4.0684 16.3724 -4.7087
H 4.4055 15.9346 -3.2602
```